No. 1
C3H8NO2 | ωB97M-V/def2-TZVPD

```
14
Properties=species:S:1:pos:R:3:forces:R:3
C -0.42022 1.01422 -0.13501 0.551 0.034 -0.071
N -0.41904 0.43815 -1.45843 0.188 -0.057 -0.037
C -0.99819 -0.90276 -1.45871 -0.084 0.402 -0.135
O -1.32387 0.76026 0.66378 -0.561 -0.177 0.296
H 0.04373 2.01305 -0.15084 0.023 0.084 -0.127
H 0.57224 0.35145 -1.66542 -0.090 0.046 -0.176
H -0.56501 -1.51970 -0.67490 0.064 -0.260 0.105
H -0.85484 -1.36282 -2.43971 0.083 -0.014 0.026
H -2.06633 -0.81432 -1.28178 -0.118 -0.085 0.087
C 1.20455 0.00214 1.74736 0.103 0.039 -0.178
O 1.19161 0.25168 0.39458 -0.081 -0.008 0.018
H 1.94441 -0.77989 1.99680 0.000 0.011 0.064
H 1.46542 0.89613 2.35368 0.014 -0.037 0.053
H 0.22555 -0.34759 2.10858 -0.092 0.022 0.075
```
Positions in Å, forces in eV/Å.

Computed properties:
E_HOMO	-0.1288	hartree
energy above the lowest of the compared OMol25 structures with the same formula, charge and spin	52.5	kcal per mole
2S+1	1
E_tot	-324.331781	hartree
charge	-1
max |F|	0.7	eV/Å

=====

No. 2
C28H62F6NO28S2Tl | ωB97M-V/def2-TZVPD

```
128
Properties=species:S:1:pos:R:3:forces:R:3
Tl 7.89626 7.98140 -11.77382 0.331 0.126 -0.172
C 4.72842 10.25022 -15.00478 3.365 0.303 3.920
C 5.83001 9.54819 -14.34527 -0.143 -1.236 1.443
C 6.46737 8.37004 -15.13298 -2.123 0.582 -2.072
O 7.50064 7.91036 -14.71428 1.404 -0.734 1.532
C 5.76071 7.85374 -16.30830 2.442 1.646 3.042
C 4.76156 8.58107 -16.88478 -2.444 -2.742 -3.089
C 4.24055 9.84835 -16.19537 -3.172 0.321 -2.159
O 3.16440 10.45083 -16.44873 0.666 -1.315 -1.208
O 4.15816 7.99005 -17.88781 0.617 2.331 1.650
O 6.12554 9.65526 -13.13322 -0.584 0.467 -2.331
H 4.26454 11.02073 -14.40682 -0.296 0.158 -0.474
H 6.17536 6.93354 -16.69265 -0.091 0.203 -0.386
C 8.89462 8.23563 -7.30962 0.514 0.992 0.076
F 8.77770 7.02323 -7.78395 0.075 -0.986 -0.469
F 7.77398 8.60382 -6.77827 -1.690 0.317 0.662
F 9.80604 8.24455 -6.32843 0.371 0.002 -0.581
S 9.31522 9.44003 -8.69508 1.585 -0.766 -2.890
O 10.09223 10.49060 -8.11490 -1.232 0.636 0.822
O 10.12654 8.70672 -9.64301 -0.942 -1.048 0.063
N 7.84507 9.76702 -9.57067 2.413 0.179 3.219
S 7.45133 11.19775 -8.95774 -0.603 4.394 -0.026
O 7.35607 11.36190 -7.48444 0.015 -0.869 -2.632
O 8.13274 12.33446 -9.66195 -1.702 -2.426 1.161
C 5.60445 11.19833 -9.52498 1.370 -0.196 0.182
F 5.47102 10.96110 -10.85875 -0.056 0.240 1.169
F 5.04543 10.23822 -8.81081 -0.543 -0.540 -0.345
F 4.98378 12.33187 -9.21085 0.290 0.238 -0.334
C 3.28490 4.67457 -21.68258 -1.474 1.737 -0.165
C 3.63880 5.95236 -20.84849 2.297 -3.417 -0.855
O 3.50310 5.54656 -19.52376 -1.599 0.360 1.403
O 2.14087 4.99467 -22.45355 -1.155 0.406 -1.022
H 2.93307 3.86357 -21.04493 1.192 -0.157 0.309
H 4.09536 4.50412 -22.39123 0.142 -0.673 0.324
H 3.17592 6.86394 -21.22644 -0.146 -0.011 0.239
H 4.71964 5.87123 -20.96386 0.330 1.595 -0.620
H 3.81164 6.24805 -18.94556 0.158 0.538 0.492
H 1.49994 4.27998 -22.45916 0.195 -0.036 0.024
C 10.08133 5.20983 -14.36671 -0.566 1.081 -1.202
C 9.53029 5.47210 -15.82261 1.878 1.868 -0.814
O 9.30256 6.88298 -16.23579 0.478 -2.569 1.027
O 9.05883 5.44312 -13.38949 0.396 -0.797 -0.814
H 10.90920 5.85191 -14.06590 0.002 0.127 -0.488
H 10.44980 4.18494 -14.41041 -0.121 -0.341 0.441
H 8.65798 4.87811 -16.09528 -0.285 -0.168 0.487
H 10.30104 5.21069 -16.54767 0.212 -0.612 0.228
H 8.56886 7.05697 -15.64163 -0.644 1.257 0.151
H 8.36372 4.95146 -13.83299 -0.984 0.070 0.691
C 10.13368 10.96318 -13.28293 -1.186 -1.584 -1.224
C 10.34551 9.53597 -13.82641 1.160 -0.273 0.025
O 10.60338 8.57387 -12.81406 -0.650 -0.415 0.306
O 8.96803 11.00180 -12.42849 1.306 -0.095 -0.750
H 9.90195 11.45318 -14.22860 0.067 0.795 -0.008
H 11.04847 11.37634 -12.85800 -0.136 -0.053 0.374
H 11.16585 9.49478 -14.54297 0.601 0.665 0.115
H 9.59736 9.12449 -14.50394 -0.941 0.384 0.669
H 11.53543 8.37775 -12.69398 -0.042 0.302 -0.038
H 8.75192 11.93542 -12.37145 -0.338 0.037 0.535
C 0.20466 7.97431 -20.07416 -0.180 -0.464 -0.772
C 0.14351 8.43875 -21.52411 0.001 2.174 -0.490
O -0.51546 9.77797 -21.59194 0.024 -1.583 0.782
O 1.31961 8.54780 -19.37742 -0.909 -0.796 -0.252
H 0.45903 6.91605 -20.01503 -0.676 -0.406 -0.651
H -0.76574 8.06475 -19.58605 0.188 0.614 0.256
H -0.30453 7.75040 -22.24071 -0.395 -0.194 0.354
H 1.15947 8.61476 -21.87762 0.264 -0.281 0.103
H -0.39107 10.20919 -22.44057 0.303 -0.342 -0.104
H 1.88924 7.79100 -19.53348 1.231 0.531 0.916
C 4.81152 11.18750 -19.77627 0.835 -1.277 -0.521
C 3.60794 10.63727 -20.53112 0.838 1.138 0.531
O 2.58262 10.79329 -19.64126 -1.441 0.757 0.430
O 4.60170 12.46824 -19.21489 0.016 -0.381 -0.250
H 5.70388 11.24176 -20.39986 0.156 -0.159 -0.483
H 5.02397 10.41283 -19.03949 0.056 0.112 0.646
H 3.65308 9.56739 -20.73457 0.896 -0.032 -0.609
H 3.48967 11.25728 -21.41977 -0.327 -0.153 -0.529
H 2.14883 9.93881 -19.58379 -0.611 0.044 0.433
H 5.50236 12.79562 -19.15781 -0.240 0.607 0.315
C 7.72659 8.80483 -19.79253 -0.083 -3.218 -0.467
C 6.55820 8.05087 -20.51201 0.678 1.850 -0.458
O 6.93254 7.11393 -21.53704 -0.093 -0.083 1.203
O 8.70916 9.21378 -20.73173 -0.446 1.025 -0.410
H 8.21986 7.98440 -19.27131 0.026 0.114 0.824
H 7.29173 9.48732 -19.06231 0.293 0.551 -0.362
H 5.95729 8.82427 -20.99042 -0.389 0.035 -0.023
H 5.97564 7.62285 -19.69621 -0.079 -0.527 -0.361
H 7.54265 7.55440 -22.13315 0.126 0.226 0.072
H 9.21080 9.96041 -20.39631 -0.044 -0.017 0.071
C 2.67686 8.82773 -11.99366 0.541 -0.221 -2.204
C 1.92283 9.12985 -13.35019 -0.155 2.322 2.442
O 0.49864 8.97942 -13.11958 0.667 -0.863 -0.368
O 2.88864 7.45483 -11.93140 -0.119 -1.675 0.643
H 2.25425 9.24584 -11.08005 -0.714 0.106 -0.230
H 3.71213 9.16818 -12.01424 -0.082 0.806 -0.355
H 2.29773 8.63628 -14.24681 0.030 -0.510 0.368
H 2.04367 10.20446 -13.48698 0.327 0.199 -0.438
H 0.12281 8.79999 -13.98453 -0.287 0.024 -0.010
H 2.08439 7.00572 -12.20173 -0.152 -0.108 0.126
C 2.91572 13.50799 -11.77025 0.188 -0.704 -3.112
C 1.69286 12.89075 -11.12281 -0.243 3.691 -1.212
O 2.01536 12.44900 -9.90352 0.440 -2.692 3.019
O 3.25523 12.62806 -12.87424 0.815 -0.786 -0.520
H 3.84855 13.62261 -11.21817 -0.606 0.292 0.770
H 2.69382 14.37071 -12.39841 -0.274 0.820 1.000
H 1.18870 12.23970 -11.83700 0.340 -0.640 0.521
H 1.01084 13.71974 -10.93379 -0.654 0.346 -0.614
H 2.26566 13.20611 -9.36898 0.037 -0.196 0.107
H 4.12708 12.25020 -12.73746 0.105 -0.211 0.268
C 5.44087 4.26166 -17.09895 0.974 -1.579 0.328
C 4.74165 2.91316 -17.25241 1.073 0.019 -0.645
O 5.05905 1.94841 -16.19078 -1.262 1.097 -0.584
O 4.88912 4.97615 -16.06882 -0.785 1.078 0.948
H 5.55733 4.88377 -17.98637 -0.426 -0.462 -0.454
H 6.44951 3.96423 -16.81214 0.658 0.088 0.010
H 5.09508 2.56781 -18.22397 -0.085 -0.589 -0.119
H 3.67289 3.10235 -17.35271 -0.053 -0.536 0.591
H 5.94323 1.57800 -16.24200 0.095 0.391 -0.523
H 4.75475 5.85889 -16.42142 -0.410 0.244 0.486
C 4.84267 13.98795 -15.58671 -0.272 -0.728 0.421
C 5.11815 15.28477 -16.38382 -2.509 -1.431 0.817
O 4.65645 15.19419 -17.79501 2.133 0.214 2.015
O 3.53419 13.51293 -15.51596 -2.023 0.608 -0.896
H 4.98726 14.11506 -14.51384 1.677 0.869 0.011
H 5.32595 13.05785 -15.88580 1.453 0.578 -0.614
H 6.12290 15.56236 -16.06520 0.572 0.049 -1.269
H 4.47204 16.04603 -15.94664 -0.086 0.099 0.262
H 5.18327 15.92319 -18.13060 -0.233 0.127 -0.917
H 3.40214 13.33024 -14.58280 -0.699 -0.298 0.130
```
Positions in Å, forces in eV/Å.

Computed properties:
E_HOMO (alpha / beta)	-0.2412 / -0.2379	hartree
<S²>	0.791
energy above the lowest of the compared OMol25 structures with the same formula, charge and spin	0.0	kcal per mole
2S+1	2
E_tot	-4833.228102	hartree
charge	-1
max |F|	5.2	eV/Å

=====

No. 3
C8H32O10 | ωB97M-V/def2-TZVPD

```
50
Properties=species:S:1:pos:R:3:forces:R:3
C -3.02394 2.18283 -0.41405 -1.440 -0.137 0.135
C -2.08115 1.31067 -1.21984 0.633 0.646 1.578
C -2.37623 0.94421 -2.45965 -0.353 1.012 -0.491
C 0.16523 0.40462 -1.05941 1.382 0.463 0.022
C -0.91917 0.83539 -0.41158 -0.034 -0.647 -1.589
C 3.42096 -1.75552 -0.51288 -0.164 1.206 0.222
C 2.02894 -1.24825 -0.85354 1.643 -0.655 -0.397
C 1.45137 -0.10535 -0.51195 -1.218 -0.189 1.102
H -3.46615 3.06631 -0.88259 0.112 -0.370 -0.704
H -2.76255 2.60749 0.55631 0.945 -0.581 -0.046
H -3.84225 1.47987 -0.21392 -0.311 0.451 0.228
H -1.80614 0.33694 -3.14255 0.173 -0.365 0.366
H -3.22718 1.44885 -2.90999 -0.053 -0.231 -0.070
H 0.28366 0.54132 -2.13176 -0.665 0.081 -0.080
H -1.07083 0.65640 0.64880 0.205 0.436 0.134
H 3.87199 -1.96542 -1.47866 0.054 -0.772 0.066
H 4.08537 -0.98470 -0.14034 -0.121 0.344 0.549
H 3.40824 -2.57117 0.20262 0.090 -0.370 -0.252
H 1.73028 -1.92912 -1.64446 -1.195 0.379 0.067
H 1.82317 0.48467 0.32197 0.452 -0.078 -0.074
H -0.10033 -1.70896 -2.71719 -0.619 0.534 -0.130
H -0.08402 -0.74234 -4.01323 -0.398 0.165 0.382
O 0.22983 -1.54776 -3.60614 0.924 -0.839 -0.315
H -0.82842 3.79491 -2.31125 0.079 0.184 -0.231
H 0.12304 2.73831 -1.90062 0.251 -0.007 0.047
O 0.12357 3.62537 -2.28753 -0.451 -0.270 -0.464
H 0.21109 0.80879 4.00664 0.336 0.378 -0.183
H -0.37070 2.07753 3.23800 0.369 0.026 0.229
O -0.52186 1.16600 3.49488 -0.402 -0.012 -0.249
H -1.63396 -0.19379 3.33988 0.037 -0.590 0.264
H -1.04521 -1.62197 3.55362 -0.309 0.788 -0.214
O -1.87982 -1.11690 3.55163 -0.435 -0.172 0.034
H 0.37950 4.48509 -0.77576 0.272 -0.472 0.842
H 0.96661 3.83742 0.54788 0.277 -0.042 -0.272
O 0.27882 4.40351 0.20001 -0.451 0.578 0.114
H 3.17576 0.32356 -3.07783 -0.225 -0.050 0.108
H 2.32548 -0.97927 -3.22424 -0.116 0.353 -0.234
O 3.16759 -0.56268 -3.44678 0.382 -0.174 -0.351
H -2.06671 -1.41728 -0.05906 -0.471 -0.110 -0.748
H -0.66182 -1.61193 0.08841 0.518 -0.311 -0.567
O -1.37660 -1.97281 -0.45810 -0.230 0.476 0.538
H -2.09578 -2.83903 2.34666 -0.086 0.073 -0.153
H -1.81280 -3.04105 0.82748 0.142 -0.574 0.638
O -1.64261 -3.42024 1.71767 -0.425 -0.309 -0.185
H 0.26138 -2.27344 1.77123 -0.059 0.417 0.020
H 0.22068 -3.05254 2.96288 0.126 0.089 0.307
O 0.43120 -2.13742 2.71314 0.794 -0.968 -0.216
H 1.74833 -1.04171 4.60475 0.001 -0.510 -0.470
H 2.42376 -1.09693 3.17268 -0.574 -0.547 0.023
O 2.36040 -0.62248 3.99777 0.606 1.273 0.666
```
Positions in Å, forces in eV/Å.

Computed properties:
E_HOMO	-0.3477	hartree
structure (SMILES)	C=C(C)/C=C/C=C/C.O.O.O.O.O.O.O.O.O.O
energy above the lowest of the compared OMol25 structures with the same formula, charge and spin	60.8	kcal per mole
2S+1	1
E_tot	-1076.297970	hartree
charge	0
max |F|	1.8	eV/Å